# C19H32N3O3S

The ion C19H32N3O3S with charge +1 at a distorted geometry (wB97M-V/def2-TZVPD, OMol25).

As for the total energy: -41664.79229 eV. The LUMO energy comes out at -2.64 eV. The HOMO energy is -12.539 eV. The gap between HOMO and LUMO comes out at 9.897 eV. The SMILES is CCN(CC)S(=O)(=O)c1cccc(NC(=O)C[NH2+]C2CCCCCC2)c1.

```
! wB97M-V def2-TZVPD RIJCOSX def2/J DEFGRID3
* xyz 1 1
C -2.92 2.50 0.26
C -1.41 2.60 0.11
N -0.96 2.65 -1.27
C -1.32 3.83 -2.04
C -0.32 4.09 -3.15
S -1.03 1.24 -2.13
O -1.91 1.29 -3.25
O -1.22 0.13 -1.19
C 0.65 0.94 -2.68
C 1.10 0.94 -3.99
C 2.38 0.49 -4.26
C 3.17 -0.07 -3.27
C 2.69 -0.12 -1.96
N 3.33 -0.81 -0.92
C 2.68 -1.64 -0.08
O 3.11 -1.96 1.01
C 1.42 -2.34 -0.66
N 0.11 -1.95 -0.08
C 0.04 -1.82 1.41
C -1.33 -1.25 1.79
C -1.24 -0.37 3.04
C -1.10 -1.15 4.34
C 0.07 -2.13 4.38
C -0.15 -3.35 3.48
C 0.36 -3.18 2.04
C 1.47 0.47 -1.67
H -3.41 3.38 -0.15
H -3.18 2.42 1.31
H -3.29 1.62 -0.27
H -0.93 1.74 0.57
H -1.03 3.50 0.60
H -2.32 3.71 -2.47
H -1.33 4.67 -1.35
H -0.51 5.06 -3.59
H -0.42 3.34 -3.93
H 0.70 4.07 -2.76
H 0.44 1.27 -4.78
H 2.75 0.52 -5.28
H 4.14 -0.48 -3.50
H 4.27 -0.55 -0.65
H 1.38 -2.20 -1.74
H 1.58 -3.40 -0.44
H -0.58 -2.67 -0.35
H -0.27 -1.06 -0.52
H 0.82 -1.11 1.70
H -2.05 -2.04 1.95
H -1.69 -0.63 0.96
H -0.41 0.33 2.93
H -2.15 0.23 3.10
H -0.98 -0.43 5.15
H -2.02 -1.70 4.54
H 1.00 -1.63 4.11
H 0.18 -2.47 5.40
H -1.21 -3.59 3.48
H 0.38 -4.21 3.90
H -0.09 -3.98 1.44
H 1.44 -3.32 2.04
H 1.13 0.52 -0.65
*
```

Charges per atom according to Mulliken partitioning, unit e: C -1.19; C -0.36; N 0.27; C -0.57; C -1.20; S 0.89; O -0.69; O -0.71; C 0.36; C -0.35; C -0.75; C -0.56; C -0.93; N 0.00; C 0.32; O -0.58; C -0.98; N 0.40; C 0.37; C -0.78; C -0.78; C -0.99; C -0.62; C -0.96; C -1.11; C -0.58; H 0.40; H 0.43; H 0.30; H 0.00; H 0.52; H 0.35; H 0.54; H 0.46; H 0.28; H 0.28; H 0.56; H 0.43; H 0.51; H 0.32; H 0.60; H 0.59; H 0.49; H -0.03; H 0.34; H 0.56; H 0.31; H 0.42; H 0.32; H 0.41; H 0.35; H 0.35; H 0.33; H 0.43; H 0.45; H 0.32; H 0.42; H 1.06


# C19H32N7O4OsS

A structure of composition C19H32N7O4OsS at a distorted geometry (wB97M-V/def2-TZVPD, OMol25).

As for the total energy: -52115.17670 eV. The LUMO energy (alpha / beta) comes out at -13.34 / -13.34 eV. The HOMO energy (alpha / beta) is -15.834 / -15.829 eV. The gap between HOMO and LUMO (alpha / beta) comes out at 2.497 / 2.488 eV.

```
! wB97M-V def2-TZVPD RIJCOSX def2/J DEFGRID3
* xyz 3 1
Os -0.86 -0.31 -1.25
C -0.05 -0.25 -4.72
C 0.80 -1.04 -3.73
N 0.96 -0.46 -2.36
C 1.66 0.86 -2.28
C 0.65 1.98 -2.30
N -0.44 1.72 -1.30
C -1.59 2.65 -1.55
C -2.81 2.51 -0.63
C -2.91 1.29 0.27
N -2.77 -0.03 -0.41
C -3.83 -0.38 -1.41
C -3.40 0.03 -2.81
N -2.00 -0.44 -3.06
C -1.47 0.18 -4.32
H -0.11 -0.89 -5.60
H 0.49 0.64 -5.06
H 1.79 -1.16 -4.17
H 0.39 -2.04 -3.59
H 1.56 -1.13 -1.88
H 2.38 0.97 -3.09
H 2.22 0.87 -1.34
H 0.17 2.06 -3.28
H 1.11 2.95 -2.08
H -0.05 1.98 -0.39
H -1.87 2.50 -2.59
H -1.18 3.66 -1.49
H -3.70 2.59 -1.25
H -2.86 3.38 0.04
H -3.87 1.31 0.79
H -2.14 1.31 1.04
H -2.84 -0.73 0.35
H -4.77 0.10 -1.14
H -3.99 -1.45 -1.36
H -3.42 1.11 -2.94
H -4.08 -0.40 -3.55
H -2.07 -1.45 -3.25
H -1.53 1.25 -4.17
H -2.17 -0.05 -5.12
O -2.65 -1.91 1.74
H -2.87 -1.61 2.64
H -2.90 -2.84 1.74
O 3.55 1.03 7.21
S 4.62 1.30 6.24
O 4.33 2.23 5.20
O 5.96 1.03 6.61
C 3.94 -0.48 5.49
N 4.42 -1.56 6.01
C 4.05 -2.69 5.40
C 3.19 -2.66 4.30
C 2.74 -1.42 3.88
N 3.12 -0.30 4.51
C 1.83 -1.17 2.73
C 1.45 -2.15 1.81
C 0.64 -1.80 0.75
N 0.19 -0.54 0.54
C 0.53 0.39 1.47
C 1.33 0.12 2.55
H 4.43 -3.62 5.80
H 2.89 -3.59 3.83
H 1.79 -3.18 1.89
H 0.34 -2.55 0.03
H 0.11 1.38 1.36
H 1.58 0.90 3.25
*
```

Charges per atom according to Mulliken partitioning, unit e: Os 2.67; C -0.75; C -0.93; N -0.53; C -0.86; C -0.68; N -0.94; C -0.77; C -0.90; C -0.77; N -0.68; C -0.72; C -0.67; N -0.81; C -0.69; H 0.38; H 0.30; H 0.46; H 0.40; H 0.40; H 0.53; H 0.40; H 0.31; H 0.57; H 0.38; H 0.20; H 0.70; H 0.34; H 0.40; H 0.56; H 0.22; H 0.32; H 0.38; H 0.42; H 0.29; H 0.53; H 0.47; H 0.21; H 0.69; O -0.59; H 0.27; H 0.28; O -0.28; S 1.05; O -0.38; O -0.34; C 0.53; N -0.26; C -0.48; C -0.52; C 0.37; N -0.25; C 1.42; C -0.89; C -0.60; N 0.28; C -0.56; C -0.91; H 0.47; H 0.46; H 0.38; H 0.60; H 0.54; H 0.59


# C19H32O6S

The molecule C19H32O6S at a distorted geometry (wB97M-V/def2-TZVPD, OMol25).

As for the total energy: -43333.21516 eV. The LUMO energy comes out at 0.12 eV. The HOMO energy is -10.039 eV. The gap between HOMO and LUMO comes out at 10.159 eV. The SMILES is C#CCCC[C@H]1COS(=O)(=O)[C@@](CCCCCOC)(CCCC(=O)O)C1.

```
! wB97M-V def2-TZVPD RIJCOSX def2/J DEFGRID3
* xyz 0 1
C -4.11 -0.05 2.86
C -3.01 -0.56 3.38
C -1.57 -1.16 3.76
C -0.50 0.01 4.05
C 0.56 0.28 2.87
C -0.15 0.59 1.42
C -1.25 1.76 1.48
O -0.54 3.03 1.43
S -0.21 3.25 -0.23
O 0.62 4.51 -0.32
O -1.52 3.54 -0.99
C 0.67 1.72 -0.93
C -0.46 0.93 -1.78
C 0.03 -0.40 -2.53
C 0.20 -1.71 -1.59
C -0.82 -2.86 -2.09
C -2.26 -2.69 -1.38
O -3.04 -1.56 -1.87
C -3.80 -1.01 -0.74
C 1.93 2.11 -1.87
C 3.37 1.66 -1.29
C 3.72 0.08 -1.57
C 4.45 -0.62 -0.31
O 4.31 -0.30 0.90
O 5.32 -1.75 -0.61
C 1.08 0.86 0.39
H -5.15 0.12 2.40
H -1.66 -1.77 4.75
H -1.19 -1.80 2.89
H -0.98 1.01 4.41
H 0.13 -0.34 4.97
H 1.27 1.15 3.13
H 1.16 -0.70 2.69
H -0.74 -0.39 1.18
H -2.02 1.62 0.64
H -1.87 1.78 2.47
H -1.41 0.67 -1.19
H -0.81 1.67 -2.62
H -0.81 -0.67 -3.30
H 0.99 -0.31 -3.15
H 0.04 -1.53 -0.47
H 1.27 -2.12 -1.76
H -0.37 -3.87 -1.78
H -0.88 -2.88 -3.25
H -2.10 -2.65 -0.23
H -2.88 -3.65 -1.59
H -4.35 -0.06 -1.09
H -3.05 -0.72 0.08
H -4.61 -1.76 -0.38
H 1.86 1.65 -2.94
H 2.01 3.26 -2.07
H 4.16 2.24 -1.92
H 3.56 1.98 -0.20
H 2.78 -0.51 -1.90
H 4.47 0.03 -2.45
H 4.75 -2.51 -0.90
H 1.82 1.55 0.98
H 1.60 -0.13 0.16
*
```

Charges per atom according to Mulliken partitioning, unit e: C -0.29; C -0.27; C -0.20; C -0.76; C -0.92; C 1.95; C -0.75; O -0.49; S 1.41; O -0.72; O -0.68; C 1.35; C -1.10; C -0.91; C 0.30; C -1.08; C -0.33; O -0.33; C -0.30; C -0.83; C -0.64; C 0.01; C 0.35; O -0.46; O -0.51; C -1.78; H 0.34; H 0.36; H 0.17; H 0.32; H 0.37; H 0.35; H 0.32; H -0.89; H 0.23; H 0.42; H 0.07; H 0.49; H 0.59; H 0.44; H -0.18; H 0.23; H 0.35; H 0.37; H 0.20; H 0.35; H 0.27; H -0.08; H 0.29; H 0.27; H 0.37; H 0.49; H 0.32; H -0.21; H 0.41; H 0.34; H 0.61; H 0.03


# C19H33AsN5O4PtS2Si2

A structure of composition C19H33AsN5O4PtS2Si2 at a distorted geometry (wB97M-V/def2-TZVPD, OMol25).

As for the total energy: -137380.32441 eV. The LUMO energy (alpha / beta) comes out at -4.76 / -4.65 eV. The HOMO energy (alpha / beta) is -10.731 / -10.829 eV. The gap between HOMO and LUMO (alpha / beta) comes out at 5.973 / 6.182 eV.

```
! wB97M-V def2-TZVPD RIJCOSX def2/J DEFGRID3
* xyz 1 1
Pt 0.35 -0.65 0.32
C 2.35 3.32 0.74
C 1.63 2.04 0.96
N 2.05 0.91 0.54
O 3.27 1.00 -0.11
C -0.85 2.34 0.84
C -1.26 3.78 1.06
N -1.86 1.42 1.38
O -2.48 0.75 0.30
H 2.37 3.55 -0.33
H 3.39 3.23 1.06
H 1.87 4.12 1.29
H 3.44 0.11 -0.44
H -0.50 4.47 0.69
H -1.39 3.93 2.13
H -2.21 3.98 0.56
N -0.35 8.68 0.75
C -0.28 7.60 -0.08
C 0.96 7.03 -0.41
C 1.02 5.91 -1.21
C -0.16 5.34 -1.70
C -1.39 5.91 -1.40
C -1.46 7.03 -0.60
S -0.09 3.92 -2.68
O 1.23 3.71 -3.15
O -1.24 3.87 -3.51
N -0.34 2.54 -1.70
C -0.67 1.95 -0.67
S -1.27 0.30 -0.80
C -1.22 0.59 2.31
C 0.07 0.93 2.45
N 0.39 2.05 1.64
H 0.49 9.21 0.94
H -1.21 9.20 0.81
H 1.87 7.48 -0.04
H 1.97 5.49 -1.50
H -2.29 5.49 -1.82
H -2.41 7.48 -0.38
H -1.79 -0.15 2.85
H 0.73 0.59 3.23
C -2.59 -3.49 -1.27
Si -0.86 -4.14 -1.46
C -0.14 -3.73 -3.13
C -0.72 -5.96 -1.06
As 0.43 -3.00 0.19
Si 2.68 -3.19 -0.58
C 2.94 -2.07 -2.06
C 3.71 -2.59 0.88
C 3.08 -4.97 -0.98
H -3.27 -4.00 -1.96
H -2.64 -2.42 -1.48
H -2.96 -3.65 -0.26
H -0.76 -4.18 -3.92
H 0.87 -4.12 -3.24
H -0.12 -2.65 -3.30
H -1.27 -6.56 -1.78
H -1.12 -6.17 -0.07
H 0.33 -6.28 -1.08
H 2.28 -1.19 -2.03
H 2.72 -2.60 -2.98
H 3.98 -1.74 -2.12
H 3.33 -1.64 1.27
H 4.75 -2.46 0.60
H 3.66 -3.31 1.69
H 2.53 -5.30 -1.87
H 2.83 -5.63 -0.16
H 4.15 -5.08 -1.19
*
```

Charges per atom according to Mulliken partitioning, unit e: Pt 0.81; C -1.45; C 0.08; N 0.17; O -0.50; C 1.19; C -1.46; N 0.01; O -0.26; H 0.24; H 0.57; H 0.35; H 0.30; H -0.02; H 0.40; H 0.40; N -0.48; C 0.98; C -0.87; C -0.30; C -0.28; C -0.59; C -0.65; S 1.31; O -0.66; O -0.66; N -0.62; C 0.25; S -0.18; C -0.65; C -0.45; N 0.25; H 0.22; H 0.22; H 0.36; H 0.65; H 0.52; H 0.35; H 0.47; H 0.50; C -0.93; Si 0.32; C -0.93; C -1.01; As 0.02; Si 0.41; C -1.03; C -1.01; C -1.10; H 0.37; H 0.21; H 0.31; H 0.43; H 0.22; H 0.28; H 0.35; H 0.33; H 0.28; H 0.21; H 0.37; H 0.45; H 0.25; H 0.34; H 0.33; H 0.28; H 0.33; H 0.38


- Which value of total energy does entry 4 give?
  -137380.32441 eV


- What is the formula in the fourth record?
  C19H33AsN5O4PtS2Si2


- What is the total energy in the fourth record?
  -137380.32441 eV